C4F12KN2O8S4 | wB97M-V/def2-TZVPD

Geometry as XYZ:
```
31
C4F12KN2O8S4, DFT wB97M-V/def2-TZVPD
K -0.17619 -1.49034 0.88791
S 4.75360 -1.28452 -2.27435
S 5.51292 -2.25376 0.03843
S -4.95781 0.32957 -0.62344
S -5.77004 0.59312 1.88597
F 6.34939 0.20689 0.32038
F 3.60474 1.15692 -1.93897
F -4.41132 2.26772 3.44912
F -3.72168 2.71038 -0.24770
F -6.03437 1.25383 4.61551
F -4.03500 2.10783 -2.36738
F 2.25587 -0.32181 -2.79392
F -5.59465 2.86616 -1.09324
F 7.78856 -1.27234 1.06892
F -4.20885 0.21691 4.07230
F 6.10441 -0.78889 2.23769
F 3.98137 0.54220 -4.06785
O 6.39789 -3.04444 -0.81398
O -6.41442 0.24313 -0.87142
O 6.11757 -0.74827 -2.48071
O -6.53858 1.75688 1.39523
O -6.49474 -0.61824 2.23477
O -4.16615 -0.49886 -1.51046
O 4.88320 -3.01592 1.10973
O 4.44079 -2.36573 -3.18096
N -4.41989 0.34076 1.09519
N 4.27103 -1.39197 -0.83003
C 3.55076 0.16342 -2.82410
C 6.51687 -0.91390 0.96670
C -4.51268 2.11151 -1.09207
C -5.07261 1.14178 3.63273
```

Properties
Energy relative to the best compared isomer or geometry (same formula, charge and spin), kcal per mole: 87.0
M, g/mol: 599.39
Frontier orbital gap, eV: 7.4
E_LUMO, eV: 0.0
Charge: -1
HOMO level, eV: -7.4
E, eV: -115782.77783


C4H12N2O | wB97M-V/def2-TZVPD

Geometry as XYZ:
```
19
C4H12N2O, DFT wB97M-V/def2-TZVPD
O -3.14632 0.18540 -0.10970
N 2.97974 -0.90358 1.03820
N 0.72863 -0.30095 0.32410
C -2.16977 -0.45449 -0.94009
C 1.91639 0.08634 1.08693
C -0.99428 0.43422 -1.29252
C -0.15764 0.80253 -0.07516
H -1.32229 1.36334 -1.76917
H 1.66989 0.30756 2.13632
H -0.33878 -0.13125 -1.95129
H -0.75869 1.08909 0.79379
H -2.71745 -0.77884 -1.81908
H 3.09451 -1.15756 0.05604
H -2.72036 0.94885 0.29136
H -1.78818 -1.33386 -0.41459
H 0.48910 1.64960 -0.29363
H 2.30445 0.97012 0.59841
H 2.71697 -1.74328 1.53819
H 0.21408 -1.03324 0.80189
```

Properties
Energy relative to the best compared isomer or geometry (same formula, charge and spin), kcal per mole: 33.6
M, g/mol: 104.15
Frontier orbital gap, eV: 10.0
E_LUMO, eV: 1.0
SMILES: NCNCCCO
HOMO level, eV: -9.0
E, eV: -9369.73561


C7H14 | wB97M-V/def2-TZVPD

Geometry as XYZ:
```
21
C7H14, DFT wB97M-V/def2-TZVPD
C -1.80698 0.11235 1.13164
C 1.32420 0.01373 0.07659
C -0.23930 -1.75054 -0.96443
C -1.24296 0.47829 -0.24322
C 1.11219 0.40588 -1.36472
C 0.01590 -0.29724 -0.60816
C 1.48131 1.06289 1.15316
H 0.98302 1.46606 -1.57575
H 1.25657 0.64953 2.14297
H 0.82032 1.92117 0.99151
H 2.51062 1.43885 1.17288
H -1.05060 1.55774 -0.28242
H -2.85428 0.41535 1.22946
H 0.69987 -2.27890 -1.16419
H -1.24358 0.59586 1.93552
H -2.00052 0.28380 -1.01498
H -0.74720 -2.28172 -0.14992
H 1.64689 -0.13785 -2.14054
H -0.86826 -1.83122 -1.86039
H -1.76182 -0.96823 1.30964
H 1.96460 -0.85581 0.22535
```

Properties
Energy relative to the best compared isomer or geometry (same formula, charge and spin), kcal per mole: 16.8
M, g/mol: 98.19
Frontier orbital gap, eV: 10.8
E_LUMO, eV: 1.1
SMILES: CC[C@@]1(C)C[C@H]1C
HOMO level, eV: -9.7
E, eV: -7485.56719


C5H9NS | wB97M-V/def2-TZVPD

Geometry as XYZ:
```
16
C5H9NS, DFT wB97M-V/def2-TZVPD
S 1.88263 1.32143 -0.01258
N 2.33278 -0.30884 -0.44302
C -1.31304 1.96809 -0.05693
C 0.81981 -2.24685 -0.03190
C 0.46158 0.28142 0.52562
C 1.24346 -0.87865 0.02894
C -0.84634 0.51388 -0.31324
H 1.66249 -2.93618 -0.08340
H -1.45202 1.94593 1.03211
H -1.65197 -0.14248 0.12896
H -0.66363 2.85409 -0.53846
H 0.14619 -2.47668 -0.92128
H -2.32797 2.14404 -0.57626
H 0.19515 0.23963 1.53736
H 0.20737 -2.45080 0.99429
H -0.69650 0.17197 -1.27021
```

Properties
Energy relative to the best compared isomer or geometry (same formula, charge and spin), kcal per mole: 46.1
M, g/mol: 115.20
Frontier orbital gap, eV: 9.4
E_LUMO, eV: 0.9
HOMO level, eV: -8.5
E, eV: -17654.19607


energy relative to the best compared isomer or geometry (same formula, charge and spin) of number 1 (C4F12KN2O8S4)? 87.0 kcal per mole